# 1
This record from OMol25 describes a cluster of 2 separate species, C6H16OS2 in total. The level of theory is ωB97M-V/def2-TZVPD.

Atoms and positions in Å:
1 C 2.7375 -0.7408 0.0822
2 C 1.8370 -0.0279 -0.9137
3 S 0.9625 -1.1573 -2.0432
4 S -0.3176 -2.1294 -0.7862
5 C -1.7683 -1.0287 -0.7777
6 C -2.4985 -0.9749 -2.1099
7 H 3.2383 -0.0082 0.7373
8 H 3.5092 -1.3264 -0.4452
9 H 2.1438 -1.4262 0.7102
10 H 1.0869 0.6068 -0.4038
11 H 2.4219 0.6219 -1.5928
12 H -2.4124 -1.4493 0.0184
13 H -1.4420 -0.0228 -0.4503
14 H -2.8598 -1.9779 -2.3931
15 H -3.3643 -0.2948 -2.0440
16 H -1.8225 -0.6083 -2.9006
17 C -0.3180 2.4495 1.4410
18 O -0.4168 1.1430 0.9100
19 C -0.0324 0.1847 1.8757
20 H -0.6271 3.1564 0.6528
21 H 0.7158 2.6886 1.7423
22 H -0.9789 2.5846 2.3137
23 H 1.0136 0.3270 2.1955
24 H -0.6811 0.2230 2.7669
25 H -0.1267 -0.8128 1.4145

The SMILES is CCSSCC.COC. Its spin multiplicity is 1. The value obtained for the frontier orbital gap is 9.43 eV.

=====

# 2
This record from OMol25 describes the molecule CH2N4 at a distorted geometry. The level of theory is ωB97M-V/def2-TZVPD.

Atoms and positions in Å:
1 C 0.4053 -0.6594 0.2998
2 N 1.1797 -0.2620 -0.7002
3 N 0.5683 0.7879 -1.2357
4 N -0.5667 1.1027 -0.6755
5 N -0.6302 0.2648 0.2789
6 H 0.4411 -1.4377 1.1309
7 H -1.3974 0.2036 0.9017

The SMILES is c1nnn[nH]1. Its spin multiplicity is 1. The value obtained for the frontier orbital gap is 11.30 eV.

=====

Energy
In order: -30199.023, -7027.881
Unit: eV